Density functional theory data (the ωB97M-V functional and the def2-TZVPD basis) for a cluster of 2 separate species, C3H7O3 in total in a non-equilibrium geometry.

Summary:
total energy: -9366.477 eV
charge: -1
M: 91.09 u

The geometry in XYZ format:
```
13
C3H7O3 | OMol25 | the ωB97M-V functional and the def2-TZVPD basis
C -1.193 -0.226 -1.066
C -0.328 0.946 -1.397
O -0.890 1.819 -2.052
O 0.701 1.079 -0.717
H -1.684 -0.651 -1.775
H -2.052 0.173 -0.361
H -0.705 -0.952 -0.381
C 0.426 -1.135 1.877
O 1.250 -1.845 2.625
H 2.004 -1.755 2.132
H -0.622 -1.166 2.132
H 0.599 -0.119 2.129
H 0.535 -1.464 0.796
```